Record 1
{
  "formula": "C9H13GaN",
  "method": "wB97M-V/def2-TZVPD",
  "total_energy_ev": -63402.8336,
  "total_charge": -1,
  "species": ["C", "C", "C", "C", "C", "Ga", "C", "C", "C", "N", "H", "H", "H", "H", "H", "H", "H", "H", "H", "H", "C", "H", "H", "H"],
  "xyz": [[-1.803, 0.870, -0.087], [-1.434, 0.736, -1.466], [-0.443, 1.752, -1.722], [-0.256, 2.519, -0.528], [-1.157, 2.015, 0.461], [1.335, -0.593, 1.559], [0.856, -1.925, -0.929], [-0.064, -1.853, 0.106], [-1.184, -2.645, 0.175], [-0.339, -0.985, 1.691], [0.059, 1.899, -2.676], [-1.767, -0.044, -2.144], [0.391, 3.387, -0.426], [-1.242, 2.368, 1.505], [-2.540, 0.248, 0.422], [0.745, -2.916, -1.585], [-1.284, -0.923, 2.283], [1.427, -0.955, -1.233], [-1.475, -3.169, -0.725], [-1.825, -2.741, 1.050], [2.786, 0.561, 1.129], [2.690, 1.478, 1.735], [2.766, 0.822, 0.062], [3.759, 0.092, 1.342]],
  "atomic_forces_ev_per_a": [[-0.4, 0.8, -0.9], [0.9, 1.0, 1.2], [-0.6, -0.5, 0.6], [-0.7, -0.6, -0.4], [0.5, -0.5, -0.2], [0.0, 0.4, -0.5], [2.1, 1.3, 0.1], [-5.4, -1.9, 1.1], [0.4, 0.2, -0.2], [-0.3, -0.5, 0.5], [0.0, 0.1, 0.2], [0.1, 0.1, 0.1], [-0.1, -0.1, 0.0], [0.0, -0.2, -0.7], [0.2, 0.1, -0.1], [0.8, 2.5, 1.7], [2.9, -0.4, -2.5], [-1.3, -2.1, -0.1], [-0.1, -0.1, -0.1], [0.3, -0.1, -0.3], [1.2, 0.5, 0.1], [0.0, -0.3, -0.3], [-0.3, -0.1, 0.3], [-0.3, 0.1, 0.0]],
  "lowdin_charge": [-0.25, -0.20, -0.22, -0.24, -0.25, 0.65, -0.11, -0.51, -0.10, -0.11, 0.04, 0.06, 0.04, 0.05, 0.05, 0.09, 0.10, 0.05, 0.03, 0.02, -0.22, 0.01, 0.01, -0.01]
}


Record 2
{
  "formula": "C19H16F6N2O4",
  "method": "wB97M-V/def2-TZVPD",
  "total_energy_ev": -47437.1845,
  "species": ["C", "O", "C", "C", "C", "C", "C", "N", "N", "C", "O", "C", "C", "C", "O", "C", "C", "F", "F", "F", "C", "C", "C", "O", "C", "C", "F", "F", "F", "C", "C", "H", "H", "H", "H", "H", "H", "H", "H", "H", "H", "H", "H", "H", "H", "H", "H"],
  "xyz": [[-0.254, 0.493, -6.770], [-0.608, -0.150, -5.569], [-1.133, 0.594, -4.560], [-1.314, 1.974, -4.591], [-1.847, 2.624, -3.494], [-2.190, 1.933, -2.335], [-2.720, 2.676, -1.185], [-2.430, 2.558, 0.046], [-1.494, 1.682, 0.456], [-1.193, 1.563, 1.782], [-1.789, 2.162, 2.648], [-0.063, 0.626, 2.121], [0.200, 0.543, 3.482], [1.211, -0.256, 4.003], [1.346, -0.206, 5.368], [2.330, -0.951, 6.015], [1.893, -2.395, 6.307], [1.692, -3.124, 5.204], [2.845, -3.027, 7.014], [0.770, -2.449, 7.023], [1.990, -0.995, 3.128], [1.744, -0.925, 1.766], [0.733, -0.134, 1.245], [0.492, -0.033, -0.119], [1.014, -0.962, -1.022], [0.314, -2.329, -0.932], [0.391, -2.973, -2.105], [-0.979, -2.203, -0.632], [0.854, -3.144, -0.018], [-2.029, 0.544, -2.321], [-1.514, -0.114, -3.417], [0.536, 1.235, -6.612], [-1.118, 0.974, -7.238], [0.118, -0.294, -7.424], [-1.052, 2.549, -5.465], [-1.984, 3.695, -3.529], [-3.428, 3.466, -1.398], [-0.960, 1.155, -0.232], [-0.413, 1.125, 4.152], [2.489, -0.471, 6.987], [3.280, -0.985, 5.468], [2.782, -1.645, 3.463], [2.369, -1.521, 1.122], [0.790, -0.555, -2.015], [2.095, -1.111, -0.925], [-2.357, -0.032, -1.468], [-1.409, -1.187, -3.424]],
  "atomic_forces_ev_per_a": [[0.1, 0.1, -0.2], [-0.2, -0.1, 0.4], [0.0, 0.0, 0.2], [0.1, -0.2, -0.4], [-0.1, -0.1, 0.3], [0.2, -0.1, -0.2], [0.0, 0.0, 0.1], [-0.5, 0.6, 0.5], [0.3, -0.5, -0.9], [-0.2, 0.2, 0.1], [0.1, 0.0, 0.0], [0.3, -0.2, 0.1], [0.1, -0.1, 0.1], [-0.1, 0.1, -0.3], [-0.2, 0.0, -0.1], [0.1, -0.4, 0.2], [0.1, 0.1, 0.1], [-0.1, 0.0, -0.3], [0.2, 0.1, 0.1], [-0.2, 0.2, 0.1], [0.0, 0.1, 0.2], [0.0, 0.1, -0.3], [0.0, 0.0, 0.1], [0.0, 0.1, 0.4], [0.0, -0.3, -0.3], [0.1, 0.0, 0.0], [0.1, 0.1, -0.3], [-0.2, 0.2, 0.1], [0.2, 0.0, 0.2], [-0.1, 0.1, -0.1], [0.1, 0.0, -0.2], [0.0, 0.0, 0.0], [0.0, 0.0, 0.0], [0.0, 0.1, 0.0], [0.0, 0.0, -0.1], [0.0, 0.1, 0.0], [-0.1, 0.1, 0.0], [0.0, 0.1, 0.3], [-0.1, 0.1, 0.0], [0.0, -0.1, -0.2], [-0.1, 0.0, 0.1], [0.0, -0.1, 0.1], [0.0, 0.0, -0.1], [0.1, -0.1, 0.2], [-0.1, 0.0, 0.0], [0.0, 0.0, 0.1], [0.0, -0.1, 0.0]],
  "lowdin_charge": [-0.09, -0.08, -0.27, -0.01, -0.03, -0.21, -0.11, 0.08, 0.06, -0.40, 0.08, -0.03, 0.08, -0.23, -0.01, -0.08, -0.61, 0.15, 0.14, 0.16, 0.00, 0.00, -0.17, -0.06, -0.06, -0.60, 0.14, 0.16, 0.15, -0.04, -0.01, 0.10, 0.10, 0.09, 0.10, 0.12, 0.11, 0.11, 0.14, 0.15, 0.14, 0.11, 0.11, 0.14, 0.14, 0.12, 0.12]
}


HOMO-LUMO gap values, unit eV, following the record order: 4.710; 8.771.
Energy above the lowest of the compared OMol25 structures with the same formula, charge and spin values, unit kJ/mol, following the record order: 193.5; 0.0.